The following is a quantum chemistry calculation of one molecule with the formula C4H7N3 at a distorted geometry, from the Open Molecules 2025 dataset.

The SMILES is C=C1CN(C)N=N1. As for the electronic energy: -320.73910 Ha. The orbital gap comes out at 8.524 eV.

```
14
C4H7N3 | the Open Molecules 2025 dataset | the ωB97M-V functional and the def2-TZVPD basis
C -2.50392 -0.09796 -0.16527
C -1.22921 -0.50268 -0.39148
C -0.23397 0.56840 -0.28386
N 0.88542 -0.21075 0.18638
C 2.24906 0.19422 0.43407
N 0.61288 -1.52725 0.02555
N -0.57424 -1.75225 -0.36645
H -2.64742 0.59804 0.66100
H -3.39894 -0.52447 -0.57855
H 0.00687 1.09797 -1.21595
H -0.98255 1.29448 0.17781
H 2.84332 -0.70445 0.61930
H 2.28687 0.83606 1.31754
H 2.68584 0.73065 -0.42010
```

---

The following is a quantum chemistry calculation of C30H68N8O20S3 as an isolated structure at a distorted geometry, from the Open Molecules 2025 dataset.

As for the electronic energy: -4321.35606 Ha. The orbital gap comes out at 9.454 eV.

```
129
C30H68N8O20S3 | the Open Molecules 2025 dataset | the ωB97M-V functional and the def2-TZVPD basis
C -3.19591 -6.01479 21.33910
C -4.66273 -6.22013 20.97914
O -5.21383 -4.91921 21.39796
S -4.21400 -3.83386 20.85740
O -4.20945 -2.80922 21.81441
O -4.65422 -3.46449 19.54872
O -2.93543 -4.69973 20.87803
H -2.59801 -6.72155 20.74824
H -3.04791 -6.09238 22.41908
H -5.10962 -7.03404 21.54607
H -4.62476 -6.39949 19.94679
C -6.09984 -1.80746 15.68805
C -7.01949 -1.94078 14.43239
O -8.37972 -1.93920 14.92270
S -8.47575 -1.86668 16.49388
O -9.24922 -2.94152 16.97126
O -8.74011 -0.54020 16.94244
O -6.91285 -2.16669 16.82351
H -5.61988 -0.81057 15.76885
H -5.36657 -2.53961 15.51829
H -6.72513 -2.89989 13.98270
H -6.88117 -1.13624 13.75220
C -8.03279 -3.78596 20.29808
C -9.40377 -3.83320 20.90039
O -9.59676 -5.24279 21.27016
S -8.56949 -6.14764 20.47576
O -9.22146 -7.01639 19.55901
O -7.66450 -6.69010 21.39991
O -7.84122 -5.00382 19.67609
H -7.26857 -3.51655 21.02623
H -7.97431 -2.98412 19.60489
H -10.10729 -3.53625 20.09738
H -9.61437 -3.17495 21.72252
C -10.33066 -4.68862 24.49758
C -11.23929 -5.72361 23.89490
O -11.24891 -6.91852 24.09663
N -12.26516 -5.16960 23.21053
C -13.31529 -5.93825 22.56087
H -10.83395 -4.04178 25.21684
H -9.88168 -4.14828 23.69219
H -9.52295 -5.16362 25.05348
H -12.31017 -4.17139 23.08899
H -14.25284 -6.03125 23.16759
H -12.86111 -6.90065 22.31033
H -13.54888 -5.42716 21.65263
C -5.33962 -10.07475 21.35857
C -5.50911 -9.90899 19.82302
O -4.69750 -9.22147 19.19193
N -6.60781 -10.45994 19.30480
C -6.96086 -10.45709 17.91295
H -5.55457 -9.11020 21.76196
H -4.30362 -10.30614 21.63692
H -6.12196 -10.67014 21.82765
H -7.19822 -10.87073 20.00284
H -7.33896 -9.47277 17.60992
H -7.75118 -11.24525 17.65885
H -6.02866 -10.57152 17.38265
C -8.57636 -8.60751 23.61067
C -9.19257 -9.42828 22.42158
O -8.48755 -10.32686 21.82889
N -10.48887 -9.22684 22.26023
C -11.24832 -10.06323 21.35740
H -7.58613 -8.45380 23.31298
H -8.66928 -9.24171 24.47931
H -9.17970 -7.71506 23.78590
H -10.93058 -8.51637 22.80776
H -11.38843 -11.07045 21.68706
H -10.71006 -10.26141 20.41706
H -12.24247 -9.75780 21.15474
C -6.87446 -0.57183 21.65264
C -7.85473 -0.56699 20.47537
O -8.94181 -1.09638 20.59214
N -7.40655 -0.13904 19.27180
C -6.10180 0.44987 19.05600
H -6.40698 0.39305 21.74236
H -6.04569 -1.28344 21.35746
H -7.49228 -0.92659 22.46146
H -8.14198 0.00029 18.62763
H -5.72952 0.85831 19.99835
H -6.16846 1.21291 18.26290
H -5.33530 -0.29535 18.78768
C -2.26355 -5.08321 25.96613
C -3.41299 -5.38838 25.03869
O -3.39811 -6.32351 24.21509
N -4.50060 -4.60986 25.28979
C -5.78563 -4.76134 24.66077
H -2.08930 -5.85565 26.71834
H -2.28695 -4.12422 26.55469
H -1.40145 -4.94970 25.30408
H -4.27390 -3.85177 25.90504
H -5.93238 -5.74402 24.19890
H -5.96372 -3.95841 23.96841
H -6.57572 -4.59792 25.43479
C -15.25957 -4.68967 17.25075
C -14.09930 -4.86044 18.20394
O -13.87344 -4.13553 19.17788
N -13.21555 -5.87798 17.93675
C -12.18094 -6.08623 18.93482
H -15.60764 -5.63410 16.90835
H -14.90842 -4.14831 16.38142
H -16.13416 -4.19742 17.65100
H -13.32563 -6.54836 17.18871
H -12.65449 -5.93953 19.91964
H -11.26224 -5.47585 18.93319
H -11.84189 -7.11881 18.87752
C -9.41895 -5.93930 15.46918
C -7.95582 -5.89857 15.81933
O -7.25319 -5.16061 15.08243
N -7.49889 -6.73182 16.77734
C -6.15444 -6.83532 17.17447
H -9.83374 -4.89626 15.61025
H -10.04292 -6.60230 16.07231
H -9.37887 -6.28604 14.44532
H -8.17548 -7.15055 17.41699
H -5.61429 -5.94867 16.85098
H -5.59803 -7.67419 16.78730
H -6.07368 -6.99424 18.25767
C -10.91008 -0.00995 23.15499
C -11.66131 -0.88947 22.21334
O -11.66752 -2.11973 22.39414
N -12.32064 -0.26972 21.17487
C -13.18167 -0.97501 20.29037
H -9.91747 0.13270 22.72071
H -10.77254 -0.52526 24.11528
H -11.37146 0.99719 23.25247
H -12.18857 0.70768 21.17048
H -13.63902 -1.82989 20.76806
H -12.71067 -1.27650 19.36557
H -14.02026 -0.29899 20.08536
```

---

The following is a quantum chemistry calculation of C27H36N5PPd as an isolated structure, from the Open Molecules 2025 dataset.

The spin multiplicity is 5. As for the total charge: +4. As for the electronic energy: -1791.94600 Ha. The orbital gap (alpha / beta) comes out at 8.064 / 5.223 eV.

```
70
C27H36N5PPd | the Open Molecules 2025 dataset | the ωB97M-V functional and the def2-TZVPD basis
Pd 0.09470 0.27383 -0.07218
C 3.88199 2.31428 0.49402
C 3.99955 0.98612 0.09467
C 3.16308 0.02483 0.64185
C 2.19830 0.39729 1.59677
C 2.07413 1.74652 1.98131
C 2.91798 2.69348 1.42645
P 1.32785 -0.90131 2.49186
C 2.23297 -1.63674 3.79032
C 1.63491 -2.65765 4.56178
C 2.36513 -3.25854 5.56149
C 3.69072 -2.87623 5.78252
C 4.29665 -1.89350 4.99782
C 3.58287 -1.27903 3.99277
C -0.32071 -0.32656 2.82738
C -0.96813 -0.44772 4.06316
C -2.25558 0.04473 4.20701
C -2.90850 0.64016 3.13273
C -2.27884 0.75307 1.89151
C -0.99492 0.26114 1.74190
H 4.57062 3.05365 0.10354
H 4.77130 0.69145 -0.60518
H 3.29437 -1.01935 0.38005
H 1.36221 2.02862 2.74831
H 2.86720 3.72031 1.76548
H 0.61839 -2.97765 4.36857
H 1.91819 -4.03515 6.16675
H 4.25790 -3.35621 6.56952
H 5.32490 -1.61264 5.17969
H 4.05025 -0.51129 3.38965
H -0.45799 -0.89106 4.90865
H -2.75069 -0.02276 5.16672
H -3.91261 1.02415 3.26132
H -2.81051 1.21724 1.06694
N -4.37467 -2.75290 -2.54261
C -2.87857 -2.55790 -2.47937
C -2.46884 -1.39095 -1.56823
N -0.99349 -1.24329 -1.52336
H -4.60491 -3.53648 -3.16576
H -4.86521 -1.93203 -2.91146
H -4.78322 -2.97511 -1.62934
H -2.54801 -2.39697 -3.50508
H -2.46094 -3.50092 -2.12789
H -2.82225 -1.55160 -0.54854
H -2.89571 -0.45330 -1.92614
H -0.63770 -1.13424 -2.47151
H -0.58507 -2.11470 -1.18568
C 0.02298 5.78581 0.60639
C -1.01422 4.72971 0.93955
N -0.58899 3.45179 0.34919
C 0.17071 3.36645 -0.73606
N 0.49121 2.07570 -1.15703
C 1.29026 1.92469 -2.35474
C 1.12093 3.06544 -3.34135
C 1.38575 4.36695 -2.62531
N 0.59029 4.43537 -1.38530
C 0.28192 5.79481 -0.88555
H 0.95000 5.58963 1.14770
H -0.33302 6.76718 0.91528
H -1.99473 4.99789 0.54164
H -1.11292 4.58402 2.01334
H -0.81603 2.58536 0.82064
H 1.06421 0.95248 -2.79620
H 2.33628 1.86446 -2.00514
H 0.11299 3.05699 -3.76126
H 1.82110 2.94114 -4.16627
H 1.09637 5.22040 -3.23632
H 2.44136 4.48265 -2.36478
H -0.58240 6.16107 -1.44554
H 1.13479 6.42336 -1.13937
```

---

The following is a quantum chemistry calculation of C18H23N5O4STi as an isolated structure at a distorted geometry, from the Open Molecules 2025 dataset.

As for the total charge: +2. As for the electronic energy: -2521.72191 Ha. The orbital gap comes out at 6.692 eV.

```
52
C18H23N5O4STi | the Open Molecules 2025 dataset | the ωB97M-V functional and the def2-TZVPD basis
Ti -0.44266 -0.52962 -0.39186
C -1.31621 1.76069 3.15002
C -0.70424 1.08806 1.98328
N -1.39077 0.40984 1.11642
N -2.75243 0.40156 1.21253
C -3.30827 -0.60136 0.56068
N -4.63293 -0.62218 0.49645
S -2.40574 -1.96651 -0.07921
C 0.75381 1.09556 1.72568
C 1.66326 1.78754 2.49109
C 3.01051 1.72952 2.14797
C 3.40176 0.97963 1.05296
C 2.43120 0.31051 0.33162
N 1.13918 0.36888 0.66004
H -2.31807 1.37837 3.31514
H -1.39306 2.83786 2.96809
H -0.70454 1.61520 4.04131
H -5.15952 0.14316 0.88763
H -5.12072 -1.37097 0.03489
H 1.32897 2.36834 3.33942
H 3.74382 2.26956 2.73281
H 4.43863 0.91273 0.75453
H 2.68496 -0.28159 -0.53789
C -0.29899 1.86679 -3.98037
C -0.52295 2.23216 -2.52200
C -0.72282 3.71626 -2.31652
O 0.57133 1.73874 -1.70142
C -1.69901 1.45147 -1.96161
O -2.76952 1.86555 -1.69703
O -1.34668 0.11612 -1.74405
H 0.63209 2.31656 -4.33035
H -1.10918 2.25235 -4.59941
H -0.24207 0.78767 -4.12324
H 0.10843 4.26948 -2.75641
H -0.79434 3.95676 -1.25599
H -1.64433 4.03775 -2.79902
H 1.38138 2.16912 -2.00728
O 0.71923 -1.53573 -1.87791
C 1.19821 -2.88860 -1.67167
C 1.10823 -3.16630 -0.20582
C 1.67643 -4.30457 0.33569
C 1.52308 -4.54341 1.68716
C 0.80424 -3.63597 2.45790
C 0.27212 -2.52844 1.84957
N 0.42583 -2.28099 0.53280
H 0.48582 -1.39820 -2.80818
H 2.22046 -2.97384 -2.03278
H 0.56564 -3.57790 -2.23001
H 2.22249 -4.99194 -0.29861
H 1.95215 -5.42900 2.13763
H 0.65035 -3.79241 3.51605
H -0.31456 -1.81422 2.40929
```